# 1
71
Properties=species:S:1:pos:R:3 method="wB97M-V/def2-TZVPD" s_squared=6.036 spin_multiplicity=5 de_lowest_ev=1.038 mol_weight_g_mol=596.54 charge=+4 fmax_ev_per_a=2.557 orbital_gap_ev="5.55 / 1.96"
Ru -0.03 1.43 -0.22
P 1.33 1.80 -2.10
P -1.92 0.53 -1.06
P 1.52 0.63 1.26
H -1.77 -2.82 1.21
C -1.30 -2.53 2.14
C -2.01 -1.82 3.03
H -3.10 -1.89 2.98
C 1.78 0.42 -3.23
C 0.47 2.98 -3.21
C 3.00 2.55 -1.77
C -3.15 -0.42 -0.09
C -2.97 1.89 -1.68
C -1.70 -0.56 -2.51
C 1.14 -0.13 2.88
C 2.39 2.12 1.87
C 2.90 -0.42 0.72
H -0.25 -2.80 2.24
H -1.56 -1.34 3.90
H 2.15 0.82 -4.18
H 0.91 -0.22 -3.44
H 2.55 -0.22 -2.79
H 1.13 3.37 -4.00
H 0.09 3.83 -2.63
H -0.40 2.50 -3.69
H 3.54 2.72 -2.71
H 3.62 1.91 -1.13
H 2.91 3.53 -1.26
H -3.84 -0.95 -0.77
H -3.74 0.24 0.55
H -2.64 -1.16 0.55
H -3.54 1.57 -2.56
H -2.38 2.77 -1.93
H -3.69 2.18 -0.90
H -2.66 -1.01 -2.74
H -0.99 -1.36 -2.28
H -1.34 -0.01 -3.39
H 2.10 -0.38 3.38
H 0.52 -1.02 2.77
H 0.61 0.60 3.50
H 3.21 1.80 2.53
H 1.70 2.74 2.45
H 2.80 2.73 1.05
H 3.49 -0.66 1.61
H 3.55 0.08 -0.01
H 2.54 -1.36 0.28
C 0.84 -4.77 -0.54
C -0.10 -5.14 0.46
C -0.29 -6.47 0.80
C 0.50 -7.46 0.19
C 1.47 -7.11 -0.77
C 1.65 -5.78 -1.15
Se 0.86 -3.01 -0.98
H 0.65 0.17 -0.81
H -0.69 -4.36 0.94
H -1.04 -6.71 1.54
H 0.36 -8.51 0.49
H 2.07 -7.89 -1.23
H 2.37 -5.48 -1.91
C 0.16 4.80 0.63
C -0.93 3.99 1.20
N -1.16 2.68 1.14
C -2.28 2.41 1.94
C -2.73 3.59 2.46
N -1.88 4.57 1.99
H 0.76 4.23 -0.09
H -0.27 5.68 0.13
H 0.79 5.14 1.47
H -2.62 1.41 2.11
H -3.60 3.78 3.10
H -1.86 5.55 2.25

=====

# 2
45
Properties=species:S:1:pos:R:3 method="wB97M-V/def2-TZVPD" s_squared=8.782 spin_multiplicity=6 de_lowest_ev=0.027 mol_weight_g_mol=820.12 fmax_ev_per_a=0.526 orbital_gap_ev="6.96 / 6.19"
Ir -0.93 0.16 0.10
N -0.02 2.40 0.60
C -0.49 3.06 1.83
C -2.01 3.13 1.85
C -2.70 1.80 2.10
O -3.41 1.63 3.06
O -2.50 0.87 1.17
H 0.99 2.33 0.57
H -0.31 2.92 -0.22
H -0.08 4.07 1.92
H -0.13 2.49 2.69
H -2.36 3.54 0.89
H -2.34 3.81 2.63
S -2.09 -6.69 2.77
C -1.85 -5.17 2.26
S -1.21 -3.90 3.24
C -1.27 -2.61 2.06
C -1.80 -2.97 0.81
S -2.05 -1.97 -0.53
S -2.29 -4.63 0.66
S -0.76 -1.09 2.52
Cl 2.31 1.13 -1.67
C 0.83 1.07 -2.58
C -0.39 0.85 -1.93
C -1.52 1.10 -2.72
Cl -3.07 1.11 -1.91
C -1.48 1.39 -4.07
Cl -2.92 1.65 -4.97
C -0.24 1.48 -4.70
Cl -0.15 1.80 -6.39
C 0.92 1.35 -3.95
Cl 2.45 1.54 -4.71
N 2.09 0.50 1.84
C 2.26 -0.61 1.03
C 3.50 -1.26 0.97
C 3.67 -2.30 0.09
C 2.60 -2.69 -0.71
C 1.42 -2.01 -0.59
N 1.24 -0.99 0.26
H 2.75 0.55 2.60
H 1.14 0.62 2.15
H 4.31 -0.92 1.61
H 4.62 -2.81 0.03
H 2.69 -3.50 -1.42
H 0.56 -2.25 -1.21

=====

# 3
16
Properties=species:S:1:pos:R:3 method="wB97M-V/def2-TZVPD" de_lowest_ev=0.987 smiles="C[C@H](O)/C=C(/F)CF" mol_weight_g_mol=122.11 fmax_ev_per_a=3.532 orbital_gap_ev=10.30
C -1.57 0.81 0.74
C -0.98 -0.14 -0.32
C 0.11 -0.87 0.22
C 1.40 -0.65 0.11
C 2.10 0.57 -0.37
H -1.95 0.26 1.58
H -0.84 1.51 1.14
H -2.38 1.38 0.21
H -0.77 0.42 -1.26
H -1.78 -1.72 -1.17
H -0.23 -1.76 0.80
H 2.44 0.50 -1.41
H 2.93 0.65 0.32
O -2.08 -1.03 -0.58
F 2.34 -1.60 0.25
F 1.25 1.67 -0.26

=====

# 4
135
Properties=species:S:1:pos:R:3 method="wB97M-V/def2-TZVPD" s_squared=0.776 spin_multiplicity=2 de_lowest_ev=0.832 mol_weight_g_mol=1133.09 charge=-2 fmax_ev_per_a=1.389 orbital_gap_ev="5.50 / 5.55"
Cr 1.43 -0.31 -0.25
C 1.27 3.79 2.62
C 1.17 3.10 1.26
C 0.53 4.01 0.20
P 0.47 1.35 1.20
C -1.39 1.66 1.24
C -2.07 0.37 1.69
C -1.98 2.84 2.01
C 0.82 0.63 2.83
C 0.32 1.11 4.03
C 0.52 0.46 5.23
C -0.14 0.93 6.50
C 1.31 -0.69 5.23
C 1.83 -1.20 4.06
C 1.55 -0.60 2.80
N 1.97 -1.11 1.64
C 2.40 -2.44 1.59
C 3.72 -2.75 1.21
C 4.75 -1.67 1.08
C 4.07 -4.07 0.98
C 3.17 -5.11 1.15
C 3.55 -6.53 0.81
C 1.91 -4.81 1.63
C 1.51 -3.50 1.87
C 0.15 -3.27 2.45
H 1.79 4.74 2.48
H 1.84 3.19 3.32
H 0.29 4.01 3.05
H 2.20 2.94 0.93
H -0.37 3.57 -0.22
H 1.24 4.15 -0.61
H 0.28 4.98 0.62
H -1.61 1.81 0.18
H -1.92 0.22 2.76
H -1.64 -0.48 1.17
H -3.14 0.43 1.48
H -1.99 2.64 3.08
H -3.01 2.97 1.68
H -1.46 3.77 1.82
H -0.26 2.02 4.03
H -0.49 1.95 6.40
H 0.55 0.87 7.35
H -1.01 0.31 6.74
H 1.52 -1.20 6.16
H 2.45 -2.09 4.09
H 4.38 -0.85 0.47
H 5.66 -2.07 0.63
H 5.00 -1.26 2.06
H 5.08 -4.29 0.65
H 4.43 -6.84 1.38
H 3.77 -6.61 -0.25
H 2.73 -7.20 1.05
H 1.20 -5.60 1.81
H 0.21 -3.23 3.54
H -0.52 -4.08 2.17
H -0.28 -2.34 2.09
C 6.13 2.39 5.00
C 5.65 2.29 3.58
C 6.33 2.91 2.54
C 5.88 2.81 1.23
C 4.73 2.10 0.96
C 4.03 1.49 1.99
C 4.49 1.58 3.29
S 4.13 2.00 -0.75
O 5.33 2.06 -1.55
O 3.27 3.17 -0.88
N 3.35 0.61 -0.87
C 3.86 -0.16 -1.98
C 3.35 -1.61 -1.93
O 3.89 -2.46 -2.63
O 2.36 -1.81 -1.18
H 7.16 2.76 5.05
H 6.08 1.42 5.49
H 5.49 3.08 5.55
H 7.23 3.48 2.75
H 6.41 3.27 0.41
H 3.13 0.94 1.75
H 3.96 1.08 4.08
H 4.96 -0.18 -1.99
H 3.52 0.27 -2.94
C -0.33 -3.67 -2.51
C -0.18 -2.23 -2.14
S -0.44 -1.85 -0.45
C 0.22 -1.27 -2.99
C 0.57 -1.52 -4.43
S 0.50 0.37 -2.39
H -0.94 -4.17 -1.75
H 0.66 -4.14 -2.51
H -0.79 -3.81 -3.49
H -0.25 -2.02 -4.94
H 1.46 -2.14 -4.48
H 0.78 -0.57 -4.92
C -4.09 -2.11 0.44
C -5.15 -1.48 -0.42
C -6.47 -1.76 -0.12
C -7.51 -1.31 -0.91
C -7.21 -0.60 -2.06
C -5.89 -0.29 -2.35
C -4.85 -0.68 -1.52
Sb -2.78 0.13 -1.88
C -3.03 -0.97 -3.79
C -3.35 -2.31 -3.61
C -3.55 -3.14 -4.70
C -3.47 -2.63 -5.98
C -3.13 -1.30 -6.17
C -2.88 -0.47 -5.08
C -2.41 0.93 -5.28
C -3.59 2.23 -2.20
C -4.85 2.48 -1.66
C -5.39 3.76 -1.61
C -4.65 4.83 -2.07
C -3.38 4.61 -2.55
C -2.82 3.33 -2.60
C -1.41 3.21 -3.07
H -4.28 -3.18 0.50
H -4.14 -1.71 1.45
H -3.09 -1.95 0.04
H -6.69 -2.33 0.77
H -8.54 -1.53 -0.65
H -8.00 -0.27 -2.73
H -5.67 0.29 -3.23
H -3.42 -2.71 -2.62
H -3.77 -4.19 -4.54
H -3.66 -3.27 -6.84
H -3.04 -0.91 -7.17
H -2.30 1.17 -6.34
H -1.44 1.03 -4.79
H -3.10 1.63 -4.82
H -5.44 1.67 -1.27
H -6.38 3.90 -1.20
H -5.06 5.83 -2.05
H -2.77 5.45 -2.86
H -0.80 4.00 -2.64
H -1.36 3.32 -4.15
H -0.97 2.25 -2.79

=====

| no. | electronic energy (hartree) |
| --- | --- |
| 1 | -4454.228914 |
| 2 | -5365.920138 |
| 3 | -470.234508 |
| 4 | -5405.332292 |